Record 1
19
Properties=species:S:1:pos:R:3 method="wB97M-V/def2-TZVPD" smiles="CC1=C(C)N(C)[C@@H]1O" e_tot_ha=-365.1291 e_above_lowest_kj_mol=268.7 orbital_gap_ev=8.04 homo_ev=-7.15
C -2.34 -0.64 0.67
C -0.88 -0.45 0.38
C -0.08 0.63 0.09
C -0.43 2.00 -0.44
N 1.10 0.09 0.36
C 2.24 0.30 -0.51
C 0.26 -1.35 0.54
O 0.55 -2.20 -0.53
H -2.52 -1.54 1.25
H -2.92 -0.68 -0.25
H -2.73 0.22 1.22
H -1.25 2.42 0.15
H 0.41 2.69 -0.41
H -0.83 1.93 -1.46
H 3.15 -0.08 -0.04
H 2.11 -0.22 -1.47
H 2.38 1.36 -0.75
H 0.41 -1.84 1.51
H 1.39 -2.63 -0.31

Record 2
19
Properties=species:S:1:pos:R:3 method="wB97M-V/def2-TZVPD" e_tot_ha=-365.0216 e_above_lowest_kj_mol=551.0 orbital_gap_ev=6.76 homo_ev=-8.97
C -0.22 0.83 -0.58
N 0.37 -0.39 -0.12
C 1.78 -0.53 0.13
C 2.59 0.31 -0.65
O 2.04 -1.39 0.98
C -0.50 -0.98 0.87
C -1.94 -0.61 0.30
C -1.70 0.52 -0.71
H -0.10 1.66 0.20
H 0.23 1.18 -1.51
H 2.18 0.69 -1.57
H 1.62 1.17 1.31
H 3.62 0.41 -0.35
H -0.42 -0.55 1.89
H -0.41 -2.03 1.07
H -2.54 -0.39 1.19
H -2.34 -1.48 -0.23
H -1.87 0.21 -1.74
H -2.36 1.37 -0.50

Record 3
19
Properties=species:S:1:pos:R:3 method="wB97M-V/def2-TZVPD" smiles="CC(=O)[C@H]1NC1(C)C" e_tot_ha=-365.1751 e_above_lowest_kj_mol=147.9 orbital_gap_ev=10.37 homo_ev=-9.40
C -2.77 -0.95 0.29
C -1.62 0.03 0.37
O -1.76 1.18 0.76
C -0.31 -0.52 -0.08
N 0.06 0.08 -1.38
C 1.01 0.20 -0.18
C 1.24 1.59 0.35
C 2.26 -0.65 -0.20
H -2.74 -1.48 -0.66
H -2.69 -1.66 1.12
H -3.72 -0.42 0.37
H -0.26 -1.61 -0.06
H -0.40 0.98 -1.51
H 1.90 2.14 -0.33
H 0.32 2.18 0.43
H 1.71 1.56 1.33
H 2.06 -1.68 -0.54
H 3.01 -0.24 -0.87
H 2.70 -0.73 0.80

Copy entry 2 word for word.
19
Properties=species:S:1:pos:R:3 method="wB97M-V/def2-TZVPD" e_tot_ha=-365.0216 e_above_lowest_kj_mol=551.0 orbital_gap_ev=6.76 homo_ev=-8.97
C -0.22 0.83 -0.58
N 0.37 -0.39 -0.12
C 1.78 -0.53 0.13
C 2.59 0.31 -0.65
O 2.04 -1.39 0.98
C -0.50 -0.98 0.87
C -1.94 -0.61 0.30
C -1.70 0.52 -0.71
H -0.10 1.66 0.20
H 0.23 1.18 -1.51
H 2.18 0.69 -1.57
H 1.62 1.17 1.31
H 3.62 0.41 -0.35
H -0.42 -0.55 1.89
H -0.41 -2.03 1.07
H -2.54 -0.39 1.19
H -2.34 -1.48 -0.23
H -1.87 0.21 -1.74
H -2.36 1.37 -0.50